# 1
Formula: C12H17N
Source: the Open Molecules 2025 dataset
Level of theory: ωB97M-V/def2-TZVPD

Values from the calculation:
strongest force on any atom: 6.06 eV Å⁻¹
SMILES: Cc1c[nH]c2ccccc12.CCC
spin multiplicity: 1
net charge: 0
energy above the lowest of the compared OMol25 structures with the same formula, charge and spin: 302.0 kJ/mol
gap between HOMO and LUMO: 8.99 eV
molecular weight: 175.28 g/mol

Each line ends with the Mulliken charge.
Cartesian coordinates (Å):
1 C 0.76258 -1.53928 -3.07490  -1.383
2 C -0.00847 -1.74723 -0.69257  0.637
3 C -0.26264 -1.20144 -2.07681  0.651
4 C -0.88042 -1.02832 0.12143  -0.215
5 C -1.28766 -0.25775 -1.98093  -0.943
6 C 0.97898 -2.51170 -0.13929  -0.360
7 C 1.01933 -2.73824 1.21320  -0.761
8 C 0.10326 -2.01705 2.06068  -0.424
9 C -0.91978 -1.19310 1.52200  -0.169
10 N -1.76413 -0.21068 -0.61045  -0.196
11 H 1.79167 -3.03388 -0.78374  0.205
12 H 1.63493 -3.37452 1.71889  0.503
13 H 0.17980 -1.98315 3.14614  0.376
14 H 0.63718 -2.49442 -3.58891  0.363
15 H 1.80991 -1.47602 -2.78888  0.297
16 H -1.76847 0.29816 -2.75989  0.416
17 H -2.05395 0.72609 -0.27801  0.411
18 H -1.72791 -0.78803 2.36447  0.224
19 H 0.78796 -1.12454 -4.08112  0.410
20 C 0.48022 1.97382 0.93394  0.606
21 C -0.06886 2.65365 2.21938  -1.237
22 C -0.15485 2.77991 -0.22775  -1.226
23 H 0.29504 1.00274 0.87247  -0.526
24 H 1.52203 2.21457 0.99404  0.353
25 H -0.45599 1.88293 2.82577  0.371
26 H 0.77165 3.06596 2.90243  0.252
27 H 0.62688 2.58072 -1.10464  0.230
28 H -0.84124 3.29471 2.00154  0.399
29 H -0.21732 3.81507 0.07921  0.443
30 H -0.98972 2.43100 -0.78769  0.295


# 2
Formula: C12H17N
Source: the Open Molecules 2025 dataset
Level of theory: ωB97M-V/def2-TZVPD

Values from the calculation:
strongest force on any atom: 5.64 eV Å⁻¹
SMILES: Cc1c[nH]c2ccccc12.CCC
spin multiplicity: 1
net charge: 0
energy above the lowest of the compared OMol25 structures with the same formula, charge and spin: 377.6 kJ/mol
gap between HOMO and LUMO: 8.92 eV
molecular weight: 175.28 g/mol

Each line ends with the Mulliken charge.
Cartesian coordinates (Å):
1 C 0.22576 2.79969 -0.11750  -0.177
2 C -0.11831 2.27949 -1.55083  -0.920
3 C 1.72661 3.15618 0.29539  -1.337
4 H 0.06518 1.98877 0.62607  0.163
5 H -0.13042 3.83021 -0.00867  0.326
6 H 0.69679 1.63281 -1.87980  0.146
7 H -1.03055 1.76538 -1.66448  0.241
8 H 1.62612 3.93850 1.07641  0.377
9 H 2.15352 3.91938 -0.17881  0.516
10 H -0.45062 2.93949 -2.33692  0.405
11 H 2.38024 2.32354 0.71646  0.256
12 C 1.76747 -0.74863 -1.25425  -1.114
13 C -0.40926 -1.63592 -0.01366  0.786
14 C 0.94645 -1.54318 -0.30179  0.530
15 C -0.65791 -2.29494 1.25918  -0.254
16 C 1.62464 -1.97253 0.86781  -0.713
17 C -2.74238 -1.32816 -0.21464  -0.645
18 C -2.94007 -1.85460 1.11500  -0.524
19 C -1.48740 -1.33446 -0.81639  -0.110
20 C -1.90057 -2.23370 1.89831  -0.886
21 N 0.56584 -2.47665 1.81247  -0.154
22 H -3.64734 -1.17841 -0.80264  0.360
23 H -3.90033 -1.69467 1.43271  0.447
24 H -1.33260 -0.85198 -1.86956  0.319
25 H -1.99053 -2.39908 2.89543  0.489
26 H 2.15760 -1.36934 -2.08702  0.345
27 H 2.45514 -0.02425 -0.79239  0.305
28 H 2.60382 -2.34458 1.18218  0.387
29 H 0.60899 -3.18309 2.49917  0.265
30 H 1.13411 -0.10525 -1.78727  0.170


# 3
Formula: C12H17N
Source: the Open Molecules 2025 dataset
Level of theory: ωB97M-V/def2-TZVPD

Values from the calculation:
strongest force on any atom: 3.09 eV Å⁻¹
SMILES: Cc1c[nH]c2ccccc12.CCC
spin multiplicity: 1
net charge: 0
energy above the lowest of the compared OMol25 structures with the same formula, charge and spin: 173.4 kJ/mol
gap between HOMO and LUMO: 9.01 eV
molecular weight: 175.28 g/mol

Each line ends with the Mulliken charge.
Cartesian coordinates (Å):
1 C -0.66329 -0.54248 1.85369  -1.320
2 C 1.93043 1.76750 0.52573  -0.194
3 C 1.39221 0.48194 0.67418  0.960
4 C 0.15539 0.57894 1.41116  0.716
5 C 0.02862 1.90996 1.70381  -0.760
6 C 3.82384 0.94594 -0.70386  -0.443
7 C 3.09619 2.04269 -0.20939  -0.624
8 C 3.35266 -0.36371 -0.39872  -0.778
9 C 2.15935 -0.58612 0.22228  -0.271
10 N 1.11719 2.67862 1.22152  -0.318
11 H 4.73743 0.99090 -1.26662  0.411
12 H 3.25903 3.08546 -0.40509  0.382
13 H 3.81170 -1.15299 -1.03439  0.265
14 H 1.97067 -1.62164 0.43102  0.382
15 H 0.83192 3.43513 0.60754  0.279
16 H -0.92286 2.21833 2.15969  0.362
17 H -0.87694 -1.23824 1.00342  0.145
18 H -1.66798 -0.32080 2.17625  0.457
19 H -0.15397 -1.32711 2.42929  0.305
20 C -2.73143 -1.74299 -1.44434  -0.205
21 C -1.30938 -1.12843 -1.55720  -0.929
22 C -3.61400 -0.92248 -0.46974  -0.790
23 H -3.22096 -1.73765 -2.43217  0.305
24 H -2.54767 -2.88685 -1.22452  0.225
25 H -0.97167 -1.08155 -2.62524  0.379
26 H -4.50378 -1.34805 -0.06768  0.401
27 H -3.04965 -0.75047 0.49234  -0.061
28 H -3.66298 0.13905 -0.78665  0.290
29 H -1.31943 -0.06764 -1.30343  0.262
30 H -0.45060 -1.45526 -0.98289  0.168


# 4
Formula: C12H17N
Source: the Open Molecules 2025 dataset
Level of theory: ωB97M-V/def2-TZVPD

Values from the calculation:
strongest force on any atom: 1.66 eV Å⁻¹
SMILES: CCc1c[nH]c2ccccc12.CC
spin multiplicity: 1
net charge: 0
energy above the lowest of the compared OMol25 structures with the same formula, charge and spin: 54.3 kJ/mol
gap between HOMO and LUMO: 8.79 eV
molecular weight: 175.28 g/mol

Each line ends with the Mulliken charge.
Cartesian coordinates (Å):
1 C 2.41252 0.73314 2.24204  -0.463
2 C 3.29015 1.21546 1.08661  -0.897
3 H 2.65323 -0.29494 2.52267  0.277
4 H 2.56688 1.39702 3.08534  0.350
5 H 1.36435 0.56806 1.95724  -0.119
6 H 3.02563 2.23458 0.80772  0.264
7 H 4.33024 1.16558 1.40453  0.327
8 H 3.22868 0.58574 0.20398  0.258
9 C -1.82391 0.46533 1.75172  -0.165
10 C -3.01997 1.39296 1.87441  -1.255
11 C -1.16150 0.52748 0.40506  0.528
12 C -1.20283 1.55670 -0.48633  -0.865
13 C -0.45305 -0.54769 -0.23819  0.585
14 C -0.17317 -0.13297 -1.54619  -0.164
15 C 0.09165 -1.79327 0.14521  -0.292
16 C 0.46864 -0.90840 -2.51606  -0.841
17 C 0.67138 -2.59063 -0.81126  -0.776
18 C 0.87892 -2.16536 -2.12505  -0.327
19 N -0.62135 1.16634 -1.68384  -0.044
20 H -1.10160 0.53791 2.58135  0.273
21 H -2.17056 -0.56411 1.89777  0.336
22 H -3.78496 1.04817 1.17463  0.330
23 H -1.37731 2.60681 -0.36323  0.346
24 H -0.63352 1.66268 -2.56247  0.190
25 H -0.12446 -2.08525 1.16687  0.398
26 H 0.59106 -0.45780 -3.49844  0.360
27 H 1.13235 -3.53191 -0.52094  0.354
28 H 1.33704 -2.78456 -2.89008  0.394
29 H -2.80997 2.38560 1.47519  0.265
30 H -3.46089 1.45708 2.86549  0.372


# 5
Formula: C12H17N3O2S
Source: the Open Molecules 2025 dataset
Level of theory: ωB97M-V/def2-TZVPD

Values from the calculation:
strongest force on any atom: 18.43 eV Å⁻¹
spin multiplicity: 1
net charge: 0
energy above the lowest of the compared OMol25 structures with the same formula, charge and spin: 1069.6 kJ/mol
gap between HOMO and LUMO: 9.25 eV
molecular weight: 267.35 g/mol

Each line ends with the Mulliken charge.
Cartesian coordinates (Å):
1 C -1.31538 -4.52899 1.80811  -1.324
2 C -1.46587 -4.16008 0.33773  0.436
3 C -2.09706 -4.89361 -0.53837  -1.134
4 C -2.24130 -4.25249 -1.96593  0.441
5 O -2.77221 -4.71343 -3.08180  -0.635
6 N -1.62874 -2.87565 -2.12825  -0.107
7 C -1.06382 -2.18408 -1.09507  0.409
8 N -0.69413 -2.84427 0.06497  -0.235
9 S -0.05463 -0.80311 -1.49711  -0.236
10 C 0.58878 -0.46260 0.07872  -0.377
11 H -0.07241 -0.16240 1.01690  0.334
12 H 1.25420 -1.32791 0.51050  0.341
13 C 1.70198 0.63647 -0.22941  0.641
14 O 2.86175 0.28918 0.24359  -0.741
15 N 1.40233 1.85397 -0.40546  0.007
16 C -0.14025 2.46739 -0.40691  -0.572
17 H -0.89026 1.57259 -0.57939  0.328
18 C -0.44147 3.40833 0.68342  -1.263
19 C 0.68928 4.33853 0.70758  -0.358
20 C 1.99217 3.97730 0.84832  -0.438
21 C 2.38019 2.95317 -0.43104  -1.457
22 H 3.23737 2.59176 -0.12651  0.651
23 H 2.21036 3.41860 -1.23130  0.606
24 H 2.68927 4.83029 0.81120  0.354
25 H 2.47286 3.30806 1.71814  0.252
26 H 0.42932 5.07220 1.50664  0.267
27 H 0.43389 5.11077 -0.41391  0.170
28 H -1.30555 3.61451 0.67828  0.906
29 H -0.37849 2.92152 1.67488  0.266
30 H -0.22439 2.88314 -1.41775  0.294
31 H -1.53025 -2.61431 -2.94817  0.112
32 H -2.45737 -5.65569 -0.44210  1.020
33 H -1.59027 -3.78237 2.50670  0.314
34 H -1.79451 -5.37569 1.82096  0.465
35 H -0.18539 -4.61110 1.92185  0.264


# 6
Formula: C12H17N5OPbS4
Source: the Open Molecules 2025 dataset
Level of theory: ωB97M-V/def2-TZVPD

Values from the calculation:
strongest force on any atom: 3.17 eV Å⁻¹
spin multiplicity: 1
net charge: 0
energy above the lowest of the compared OMol25 structures with the same formula, charge and spin: 145.1 kJ/mol
gap between HOMO and LUMO: 7.47 eV
molecular weight: 582.77 g/mol

Each line ends with the Mulliken charge.
Cartesian coordinates (Å):
1 Pb 1.84663 0.21396 1.43592  0.943
2 N 2.01499 -1.63744 3.13598  -0.509
3 C 1.27522 -1.94792 4.42661  -0.766
4 C 0.47428 -0.74450 5.04708  -0.445
5 C -1.00450 -0.60764 4.81705  -0.610
6 C -1.37151 0.20149 3.57647  -0.803
7 N -0.62046 -0.17275 2.30386  -0.482
8 H 2.10870 -2.42663 2.48684  0.322
9 H 2.97507 -1.48896 3.34607  0.367
10 H 1.90853 -2.37720 5.24616  0.373
11 H 0.56793 -2.81381 4.21398  0.312
12 H 1.00284 0.23288 5.03951  0.232
13 H 0.56775 -0.94300 6.15636  0.342
14 H -1.42463 -0.01620 5.65573  0.297
15 H -1.48369 -1.55329 4.80044  0.334
16 H -1.14579 1.24925 3.72330  0.391
17 H -2.42256 -0.00351 3.38203  0.327
18 H -1.13029 0.25233 1.51353  0.272
19 H -0.67398 -1.14164 2.05817  0.297
20 O 4.33084 -2.56491 2.06658  -0.600
21 S 4.84562 -1.56410 1.04335  0.369
22 N 3.94184 -0.44826 0.62708  -0.433
23 S 2.25139 2.34464 -4.38264  -0.391
24 C 1.39660 1.30030 -3.43802  0.256
25 S 2.32947 0.36638 -2.25700  -0.047
26 C 0.81744 -0.47087 -1.77427  0.197
27 N -0.17739 -0.23476 -2.61099  -0.839
28 N 0.10616 0.82573 -3.50074  0.549
29 C -0.97724 1.33271 -4.22644  0.597
30 C -2.26421 0.86173 -3.99616  -0.073
31 C -3.33809 1.07635 -4.82874  -0.665
32 C -3.07499 1.77473 -6.05519  -0.364
33 C -1.76809 2.15756 -6.29051  -0.706
34 C -0.76356 2.05893 -5.38081  -0.174
35 S 0.70324 -1.39393 -0.32197  -0.318
36 H -2.27676 0.33264 -2.99160  0.332
37 H -4.26877 0.55788 -4.62097  0.355
38 H -3.92425 2.09170 -6.64197  0.372
39 H -1.55360 2.79763 -7.15195  0.291
40 H 0.19983 2.52250 -5.63213  0.099


# 7
Formula: C12H17NO2
Source: the Open Molecules 2025 dataset
Level of theory: ωB97M-V/def2-TZVPD

Values from the calculation:
strongest force on any atom: 3.89 eV Å⁻¹
SMILES: C=C(C)c1ccccc1N(C)[C@@H](O)CO
spin multiplicity: 1
net charge: 0
energy above the lowest of the compared OMol25 structures with the same formula, charge and spin: 296.5 kJ/mol
gap between HOMO and LUMO: 8.49 eV
molecular weight: 207.27 g/mol

Each line ends with the Mulliken charge.
Cartesian coordinates (Å):
1 C 2.67420 -2.42804 -0.14382  -0.900
2 C 1.47303 -3.02276 0.09999  -0.662
3 C 2.74265 -1.06527 -0.10264  -0.515
4 C 0.27507 -2.26136 0.14068  -0.675
5 C 1.68330 -0.19213 0.09866  -0.032
6 C 0.41364 -0.88652 0.20752  1.418
7 C 1.84858 1.26948 -0.00927  0.428
8 C -2.01912 -0.59054 0.75667  -0.262
9 C 1.33674 2.26887 1.01075  -1.224
10 C 2.60802 1.72192 -0.97348  -0.935
11 C -1.02167 1.12995 -0.57508  -1.159
12 C -2.87336 -1.17067 -0.47108  -0.820
13 N -0.77176 -0.02043 0.33839  0.292
14 O -2.88104 0.28344 1.45615  -0.559
15 O -3.80656 -0.25852 -1.04444  -0.548
16 H 3.57764 -3.08616 -0.26147  0.291
17 H 1.39679 -4.08881 0.27652  0.378
18 H 3.65355 -0.56719 -0.34804  0.521
19 H -0.58211 -2.87690 0.29984  0.338
20 H 0.73611 3.15534 0.47025  0.275
21 H 2.12971 2.58118 1.67673  0.392
22 H 0.54115 1.78410 1.78376  0.242
23 H 2.94574 1.10289 -1.83719  0.342
24 H 2.59864 2.82043 -1.07910  0.298
25 H -1.73293 -1.41611 1.35198  0.667
26 H -1.18170 2.08454 0.08221  0.041
27 H -0.15634 1.16293 -1.19358  0.619
28 H -1.82405 0.86174 -1.33307  0.368
29 H -3.51949 -2.02080 -0.29856  0.407
30 H -2.10973 -1.29998 -1.33412  0.324
31 H -2.93833 0.08272 2.34134  0.332
32 H -4.61606 -0.02686 -0.51889  0.320


# 8
Formula: C12H17NO2S
Source: the Open Molecules 2025 dataset
Level of theory: ωB97M-V/def2-TZVPD

Values from the calculation:
strongest force on any atom: 6.67 eV Å⁻¹
SMILES: COC(=O)Cc1nc(C2CCCCC2)cs1
spin multiplicity: 1
net charge: 0
energy above the lowest of the compared OMol25 structures with the same formula, charge and spin: 269.4 kJ/mol
gap between HOMO and LUMO: 9.23 eV
molecular weight: 239.34 g/mol

Each line ends with the Mulliken charge.
Cartesian coordinates (Å):
1 O -1.97404 -1.82780 3.34578  -0.535
2 N -1.64629 0.51219 1.15846  -0.631
3 O -4.32323 -1.62434 3.57449  -0.309
4 S -0.30608 1.46035 3.21864  -0.244
5 C -3.01529 -1.13875 3.33108  0.517
6 C -1.67458 0.66024 2.45611  0.653
7 C 0.43198 1.54887 1.65251  -0.608
8 C -0.37350 0.89241 0.73536  -0.001
9 C -4.57323 -3.01446 3.40444  -0.591
10 C -2.76629 0.34144 3.40396  -0.586
11 C 1.49925 1.48316 -3.08818  -0.565
12 C 1.66412 0.17757 -2.29535  -0.774
13 C 0.04914 1.97687 -2.90329  -0.670
14 C 1.36702 0.31190 -0.84650  -0.672
15 C -0.35063 2.25215 -1.38255  -0.952
16 C -0.01671 0.85581 -0.66454  0.596
17 H 1.37179 2.11019 1.53693  0.399
18 H -4.10566 -3.43258 2.53364  0.284
19 H -5.58565 -3.38705 3.35473  0.267
20 H -4.12070 -3.49394 4.36754  0.240
21 H -2.54456 0.67208 4.45500  0.337
22 H -3.58609 1.01476 3.15402  0.315
23 H 2.25732 2.27761 -2.78152  0.294
24 H 1.72191 1.23230 -4.14064  0.294
25 H 2.71896 -0.05957 -2.34245  0.353
26 H 1.09022 -0.67050 -2.76355  0.309
27 H -0.04596 2.92839 -3.53957  0.333
28 H -0.62853 1.25297 -3.36567  0.357
29 H 2.07548 1.05059 -0.51131  0.264
30 H 1.66307 -0.62474 -0.20722  0.268
31 H -1.27919 2.59713 -1.45404  0.506
32 H 0.24414 3.07420 -0.85244  0.294
33 H -0.72125 0.18838 -1.10031  0.260